(1)
56
Properties=species:S:1:pos:R:3:forces:R:3 method="wB97M-V/def2-TZVPD" total_charge=-1 e_tot_ev=-53606.726 lumo_energy_ev=2.80
Au 0.6521 -0.3131 -0.3767 0.24 0.14 -0.21
C -4.7507 1.1695 4.4461 0.02 0.00 -0.03
C -4.5724 2.1034 3.4340 0.06 -0.02 -0.02
C -3.4918 1.9994 2.5644 -0.05 0.02 0.03
C -2.5744 0.9563 2.6851 0.03 -0.03 0.00
C -2.7744 0.0195 3.7011 -0.01 0.04 0.02
C -3.8438 0.1264 4.5817 0.06 0.02 -0.07
P -1.1237 0.6550 1.5570 -0.27 0.18 0.17
C -1.6390 1.7312 0.1536 0.00 0.00 0.01
C -2.6555 1.2553 -0.6771 0.03 0.02 0.00
C -3.0776 1.9901 -1.7738 0.03 0.00 0.04
C -2.4787 3.2111 -2.0651 0.00 -0.03 0.01
C -1.4616 3.6879 -1.2519 0.01 -0.05 0.05
C -1.0434 2.9519 -0.1470 -0.05 0.03 -0.02
C 0.1613 1.6856 2.3883 0.09 -0.03 -0.02
C -0.1634 2.4983 3.4464 0.02 0.04 0.04
C 0.8181 3.2409 4.1389 -0.06 -0.02 -0.01
C 2.1230 3.1555 3.7628 0.01 -0.02 -0.03
C 2.5102 2.3293 2.6776 -0.08 -0.05 -0.05
C 3.8731 2.2502 2.3049 -0.01 0.00 -0.01
C 4.2461 1.4493 1.2671 -0.06 -0.05 -0.06
C 3.2762 0.7092 0.5548 -0.03 0.06 0.05
C 1.9228 0.7470 0.8447 0.11 0.14 0.35
C 1.5323 1.5773 1.9590 0.06 -0.07 -0.06
H -5.5963 1.2492 5.1195 0.03 0.00 -0.01
H -5.2758 2.9202 3.3225 0.01 0.00 -0.01
H -3.3603 2.7401 1.7841 -0.01 -0.02 0.01
H -2.0751 -0.8053 3.7942 -0.03 0.00 0.01
H -3.9764 -0.6101 5.3648 0.01 -0.01 0.00
H -3.0989 0.2870 -0.4694 0.02 0.02 -0.04
H -3.8580 1.6005 -2.4166 0.01 0.00 0.02
H -2.7924 3.7780 -2.9343 0.00 -0.01 0.03
H -0.9844 4.6338 -1.4798 0.01 -0.02 0.01
H -0.2415 3.3243 0.4795 -0.01 0.01 -0.03
H -1.1914 2.5834 3.7739 0.03 -0.01 -0.01
H 0.5232 3.8735 4.9681 -0.01 -0.01 -0.01
H 2.8887 3.7185 4.2874 0.00 -0.02 -0.02
H 4.6031 2.8336 2.8567 -0.02 -0.01 0.00
H 5.2899 1.3795 0.9796 0.00 0.00 0.00
H 3.6189 0.0832 -0.2613 0.01 0.03 0.00
F -4.4684 -3.5433 -7.7345 -0.04 0.03 -0.04
C -3.9305 -4.4355 -6.8725 0.09 0.06 0.11
F -4.9411 -5.2100 -6.4387 -0.05 -0.04 -0.01
F -3.1293 -5.2265 -7.6209 0.02 -0.06 -0.05
C -3.1885 -3.7713 -5.7594 -0.02 0.04 0.04
C -3.5507 -3.9595 -4.4334 0.04 0.02 0.05
C -2.8460 -3.3211 -3.4240 -0.02 -0.02 -0.02
C -1.7640 -2.4794 -3.7139 0.05 0.08 0.07
C -1.4197 -2.2995 -5.0640 0.00 -0.02 -0.04
C -2.1201 -2.9361 -6.0705 0.05 0.03 0.02
C -1.0332 -1.8209 -2.6759 -0.07 0.01 -0.01
C -0.4150 -1.2502 -1.7914 -0.20 -0.38 -0.27
H -4.3825 -4.6079 -4.1916 0.01 0.02 0.03
H -3.1246 -3.4640 -2.3880 0.00 -0.01 -0.03
H -0.5897 -1.6471 -5.3009 -0.01 -0.02 -0.01
H -1.8411 -2.7893 -7.1078 0.01 0.02 0.03

=====

(2)
67
Properties=species:S:1:pos:R:3:forces:R:3 method="wB97M-V/def2-TZVPD" spin_multiplicity=2 total_charge=+1 e_tot_ev=-147647.885 lumo_energy_ev="-3.61 / -4.47" e_above_lowest_kcal_mol=0.0
Ru 0.5197 -1.0153 0.4428 -0.98 0.28 0.76
N -1.6074 -4.4888 -1.0878 -0.07 0.03 0.10
C -0.7667 -3.5153 -0.7125 0.08 -0.17 -0.55
S -1.3128 -2.4198 0.5217 0.07 -0.15 0.30
N 0.4123 -3.4872 -1.3020 -0.09 0.30 0.40
N 1.1766 -2.4693 -0.8181 -0.24 -0.17 -0.06
C 2.4104 -2.4374 -1.1701 0.52 0.30 0.05
C 3.2254 -1.3804 -0.5708 -0.32 -0.39 -0.29
C 4.5786 -1.2241 -0.8120 0.25 0.09 0.03
C 5.2712 -0.2436 -0.1198 0.02 -0.12 -0.14
C 4.5966 0.5474 0.7975 -0.08 0.03 0.12
C 3.2400 0.3531 0.9745 0.02 -0.07 -0.04
N 2.5675 -0.5797 0.2903 -0.08 0.37 -0.05
H -2.5171 -4.5655 -0.6707 0.01 -0.04 0.02
H -1.2811 -5.2146 -1.7032 0.00 0.04 -0.06
H 2.8077 -3.1767 -1.8554 0.04 0.00 0.04
H 5.0726 -1.8665 -1.5280 0.01 0.00 0.03
H 6.3298 -0.1010 -0.2912 -0.01 -0.01 0.00
H 5.1089 1.3053 1.3729 -0.02 0.02 -0.03
H 2.6577 0.9598 1.6560 0.00 0.04 -0.01
F -2.7442 1.1660 -6.4135 0.02 0.01 0.02
C -2.3294 1.0721 -5.1610 -0.01 -0.01 -0.10
C -3.0384 1.6755 -4.1455 -0.07 0.05 0.01
F -4.1355 2.3670 -4.4211 0.02 -0.01 0.03
C -2.5876 1.5674 -2.8415 0.02 0.09 0.01
F -3.2950 2.2410 -1.9306 0.02 -0.03 0.00
C -1.4520 0.8406 -2.4895 -0.23 -0.21 -0.02
P -0.9837 0.6980 -0.7079 0.90 -0.13 -0.91
C -2.5727 0.6506 0.1545 0.05 0.02 0.13
C -3.5562 -0.2162 -0.3175 -0.08 0.07 -0.05
C -4.7660 -0.3246 0.3475 0.03 -0.01 -0.02
C -4.9950 0.4217 1.4956 -0.01 0.00 0.01
C -4.0137 1.2760 1.9749 0.00 0.00 0.00
C -2.7983 1.3866 1.3146 0.00 -0.03 0.02
C -0.1858 2.3212 -0.5157 -0.25 0.10 0.27
C 1.1968 2.3934 -0.6471 0.02 0.00 -0.06
C 1.8528 3.6071 -0.5081 0.00 0.00 -0.02
C 1.1293 4.7577 -0.2295 0.01 0.00 -0.02
C -0.2527 4.6963 -0.1221 -0.01 -0.02 -0.02
C -0.9123 3.4850 -0.2706 0.02 0.02 -0.01
C -0.7314 0.2748 -3.5485 -0.07 0.03 -0.06
Br 0.9062 -0.6212 -3.3386 0.05 0.09 0.04
C -1.1651 0.3895 -4.8577 -0.02 0.01 -0.03
F -0.4787 -0.1445 -5.8631 0.01 -0.01 0.03
H -3.3844 -0.8004 -1.2141 -0.01 0.00 -0.01
H -5.5312 -0.9890 -0.0318 0.01 -0.01 0.01
H -5.9375 0.3315 2.0199 0.00 0.02 -0.02
H -4.1906 1.8631 2.8665 0.02 -0.03 0.01
H -2.0279 2.0302 1.7147 0.00 0.00 0.00
H 1.7605 1.4989 -0.8787 -0.01 0.01 -0.03
H 2.9290 3.6551 -0.6202 -0.01 0.00 0.01
H 1.6403 5.7032 -0.1041 0.00 -0.01 -0.02
H -0.8218 5.5950 0.0760 0.00 -0.01 0.01
H -1.9903 3.4519 -0.1961 0.01 0.01 0.02
O 0.1054 1.1293 3.8459 0.00 -0.01 0.01
C 0.2726 0.2920 2.9970 -0.08 -0.09 -0.13
O -0.0741 0.3919 1.7389 0.16 0.36 0.01
C 0.9235 -1.0318 3.2930 0.11 -0.07 0.17
C 1.2816 -1.4034 4.5740 0.00 0.00 0.00
C 1.8652 -2.6436 4.7690 0.01 -0.03 0.02
C 2.0892 -3.4623 3.6710 -0.03 0.02 0.06
C 1.7197 -3.0149 2.4180 -0.03 -0.05 -0.06
N 1.1386 -1.8254 2.2376 0.33 -0.52 0.07
H 1.0896 -0.7081 5.3792 -0.02 -0.01 0.01
H 2.1426 -2.9709 5.7619 0.01 0.01 0.00
H 2.5358 -4.4403 3.7793 0.02 0.02 -0.01
H 1.8830 -3.6137 1.5308 -0.05 0.00 0.02

=====

(3)
66
Properties=species:S:1:pos:R:3:forces:R:3 method="wB97M-V/def2-TZVPD" total_charge=+1 e_tot_ev=-90636.889 lumo_energy_ev=-3.62 e_above_lowest_kcal_mol=73.4
W 0.0663 -0.2066 -0.4379 -0.50 0.05 0.15
Cl -1.2179 5.9207 -4.6201 0.00 0.00 0.00
C -0.7882 4.3971 -3.9493 -0.03 0.00 0.03
C -1.4519 3.9311 -2.8326 0.03 0.01 -0.03
C -1.1602 2.7050 -2.2475 -0.01 0.00 0.01
N -1.2197 1.3655 -0.2229 -0.11 0.09 0.04
C -1.7846 0.1166 0.3755 0.07 -0.02 -0.33
O -1.9679 -0.6474 -0.6913 0.09 0.17 0.23
C -2.6735 -0.0230 1.5600 -0.08 -0.02 0.04
C -3.9983 -0.3534 1.3000 0.03 0.02 -0.01
C -4.8646 -0.4935 2.3720 0.01 0.01 0.04
C -4.3710 -0.3088 3.6519 -0.04 -0.01 -0.01
C -3.0268 -0.0050 3.8068 0.05 0.02 -0.03
N -2.1829 0.1362 2.7873 -0.01 -0.01 0.02
C -0.1711 1.8918 -2.8199 -0.03 0.00 -0.02
C 0.5257 2.3961 -3.9205 -0.01 0.03 -0.03
C 0.2290 3.6197 -4.4853 0.03 -0.03 -0.01
Cl 1.1426 4.1515 -5.8440 -0.01 0.00 0.00
N 0.2720 0.6385 -2.2741 0.00 -0.04 -0.09
C 0.9755 -0.2192 -3.1224 0.02 0.07 0.03
O 0.8095 -0.3629 -4.3053 0.00 -0.03 0.02
C 2.0878 -0.9555 -2.4183 -0.03 0.08 0.14
C 3.0082 -1.6732 -3.1489 0.02 0.00 0.02
C 4.0830 -2.2411 -2.4822 0.00 0.00 0.00
C 4.1866 -2.0695 -1.1119 -0.01 0.01 -0.01
C 3.2024 -1.3596 -0.4488 -0.01 0.01 -0.06
N 2.1644 -0.8019 -1.0818 0.16 0.09 -0.10
H -2.2185 4.5620 -2.4081 0.00 0.00 0.00
H -4.3290 -0.5025 0.2816 0.01 0.00 -0.01
H -5.9037 -0.7447 2.2087 0.00 0.00 0.00
H -5.0067 -0.4078 4.5204 -0.01 0.00 0.00
H -2.6047 0.1254 4.7967 0.00 0.00 0.01
H 1.3229 1.8330 -4.3758 0.00 -0.01 0.00
H 2.8640 -1.7631 -4.2159 -0.01 0.00 0.00
H 4.8291 -2.8055 -3.0247 0.00 0.00 0.00
H 5.0096 -2.4852 -0.5487 0.00 0.00 0.00
H 3.2635 -1.2556 0.6241 0.02 -0.01 0.00
I 3.9000 -5.8978 2.8706 0.01 -0.01 0.01
C 2.5681 -4.6510 1.8715 -0.03 0.06 0.01
C 2.1499 -4.9701 0.5887 -0.02 0.00 -0.04
C 1.2773 -4.1265 -0.0869 0.03 -0.04 0.03
I 0.6680 -4.5985 -2.0149 -0.02 0.03 -0.04
C 0.8190 -2.9631 0.5216 0.01 0.00 -0.01
O 0.0074 -2.1153 -0.1437 0.09 -0.11 0.08
C 1.2192 -2.6587 1.8242 -0.05 0.08 -0.02
C 0.6905 -1.4111 2.4717 -0.01 -0.11 -0.03
N 1.0216 -0.2031 1.6523 0.06 0.00 0.13
C 0.8352 1.0828 2.4282 -0.04 0.00 -0.01
C -0.0537 1.9909 1.6437 0.04 -0.01 0.08
C -0.9437 2.8863 2.0694 0.01 0.00 0.01
C -1.8491 3.6500 1.1975 -0.01 0.02 -0.01
C -2.2677 3.4654 -0.0652 0.00 -0.02 -0.01
C -1.9519 2.3265 -1.0135 0.07 -0.02 -0.09
N 0.0162 1.7302 0.2731 0.14 -0.32 -0.19
C 2.0996 -3.4988 2.4891 0.03 -0.06 0.02
H 2.5019 -5.8708 0.1050 0.01 -0.01 0.01
H 1.1268 -1.3026 3.4663 0.01 0.02 -0.01
H -0.3924 -1.4363 2.5775 0.01 0.02 -0.01
H 2.0207 -0.2583 1.4834 -0.02 0.00 -0.02
H 1.8210 1.5212 2.5945 0.00 0.00 0.01
H 0.3790 0.8585 3.3894 0.01 -0.01 0.01
H -1.0340 3.0681 3.1327 -0.01 0.00 0.00
H -2.2819 4.5150 1.6880 0.00 0.00 0.01
H -2.9801 4.1871 -0.4450 0.00 0.01 0.00
H -2.8821 1.8315 -1.3126 0.00 -0.01 0.00
H 2.4142 -3.2567 3.4966 0.00 0.01 0.00